Record 1
This record from the Open Molecules 2025 dataset describes a single C27H31N3O4S molecule. The level of theory is ωB97M-V/def2-TZVPD.

XYZ file:
```
66
Properties=species:S:1:pos:R:3
C 2.1404 3.9601 0.1009
C 1.0654 3.3025 0.9561
O 1.6227 2.1540 1.5828
C 0.6963 1.1765 2.0067
C -0.4043 1.6609 2.9538
C -1.4983 0.6000 3.0878
N -2.0797 0.3016 1.7983
C -2.0892 -0.9358 1.2806
O -1.7990 -1.9393 1.8999
C -2.4916 -1.0069 -0.2114
C -3.7594 -0.2589 -0.5550
C -4.7483 -0.0778 0.4041
C -5.9316 0.5614 0.0793
C -6.1436 1.0239 -1.2077
C -5.1711 0.8286 -2.1727
C -3.9907 0.1839 -1.8513
N -1.3490 -0.6118 -1.0452
C -0.6369 -1.7220 -1.6604
C -0.0179 -2.6126 -0.6320
C -0.2879 -3.9220 -0.3848
C 0.4744 -4.4538 0.6788
C 1.3055 -3.5369 1.2299
S 1.1863 -2.0090 0.4588
C -1.0063 0.6842 -1.1407
O -1.6332 1.5732 -0.5744
C 0.2168 1.0674 -1.9792
N 1.4609 0.6681 -1.3651
C 2.3223 -0.1874 -1.9645
O 2.0539 -0.7048 -3.0389
C 3.5833 -0.4841 -1.2324
C 4.3653 -1.5179 -1.7447
C 5.5461 -1.8835 -1.1294
C 5.9646 -1.2144 0.0088
C 5.1971 -0.1816 0.5214
C 4.0116 0.1873 -0.0891
H 2.4466 3.3108 -0.7159
H 3.0118 4.1770 0.7130
H 1.7589 4.8889 -0.3139
H 0.2002 3.0184 0.3433
H 0.7281 4.0155 1.7210
H 1.3038 0.4071 2.4899
H 0.2129 0.7265 1.1288
H 0.0110 1.8925 3.9349
H -0.8572 2.5677 2.5487
H -2.2783 0.9631 3.7661
H -1.0955 -0.3363 3.4830
H -2.2583 1.0776 1.1667
H -2.6601 -2.0724 -0.4109
H -4.5948 -0.4456 1.4077
H -6.6899 0.6980 0.8360
H -7.0643 1.5287 -1.4591
H -5.3322 1.1760 -3.1825
H -3.2431 0.0309 -2.6162
H -1.3533 -2.3094 -2.2475
H 0.1305 -1.3539 -2.3419
H -1.0071 -4.4943 -0.9440
H 0.3950 -5.4701 1.0195
H 1.9860 -3.6544 2.0493
H 0.1845 2.1590 -2.0774
H 0.1819 0.6252 -2.9787
H 1.6929 1.0697 -0.4711
H 4.0197 -2.0252 -2.6329
H 6.1398 -2.6891 -1.5352
H 6.8869 -1.4956 0.4955
H 5.5226 0.3433 1.4075
H 3.4463 0.9970 0.3470
```

HOMO: -8.66 eV
energy above the lowest of the compared OMol25 structures with the same formula, charge and spin: 3.6 kcal/mol
SMILES: CCOCCCNC(=O)[C@@H](c1ccccc1)N(Cc1cccs1)C(=O)CNC(=O)c1ccccc1

---

Record 2
This record from the Open Molecules 2025 dataset describes a single C27H31N3O5 molecule. The level of theory is ωB97M-V/def2-TZVPD.

XYZ file:
```
66
Properties=species:S:1:pos:R:3
C 2.3644 3.1509 -5.5113
C 2.2820 1.9648 -4.9414
C 1.3967 1.6503 -3.7753
O 2.1525 0.8922 -2.8456
C 1.5262 0.3741 -1.7610
C 2.2973 -0.4709 -0.9606
C 1.7286 -1.1286 0.1067
C 0.3834 -0.9563 0.4160
C -0.2612 -1.8029 1.4882
C -1.6633 -2.2494 1.1625
C -2.1987 -2.6809 -0.0256
O -3.4908 -2.9595 -0.1132
C -1.4571 -2.7039 -1.2891
C -0.1384 -3.1346 -1.3880
C 0.5828 -2.9477 -2.5504
C -0.0047 -2.3126 -3.6423
O 0.6344 -1.9948 -4.7934
C 2.0252 -2.2087 -4.8783
C -1.3560 -1.9608 -3.5763
C -2.0719 -2.1613 -2.4207
C -2.5233 -1.9423 2.2722
O -3.7275 -2.1819 2.3511
C -1.6767 -1.2163 3.2933
O -2.0119 -0.7837 4.3767
N -0.4358 -1.1136 2.7576
C 0.6797 -0.5940 3.5025
C 1.1189 0.8435 3.1223
N 0.2132 1.9232 3.4074
C -0.9032 2.0817 2.4956
C -1.5239 3.4664 2.7261
N -1.9646 3.6507 4.0951
C -0.8623 3.3976 5.0044
C -0.2338 2.0155 4.7870
C -0.3563 -0.0513 -0.3302
C 0.1996 0.6072 -1.4117
H 3.0001 3.3283 -6.3610
H 1.7914 3.9926 -5.1585
H 2.8654 1.1277 -5.2971
H 1.0263 2.5738 -3.3121
H 0.5368 1.0546 -4.1208
H 3.3355 -0.6151 -1.2155
H 2.3329 -1.8057 0.6933
H 0.3906 -2.6752 1.6670
H -3.9176 -2.7810 0.7728
H 0.3262 -3.6363 -0.5544
H 1.6062 -3.2837 -2.5906
H 2.5584 -1.6591 -4.0965
H 2.2740 -3.2723 -4.8154
H 2.3195 -1.8304 -5.8560
H -1.8120 -1.5114 -4.4443
H -3.1076 -1.8647 -2.3640
H 1.5382 -1.2576 3.3579
H 0.3895 -0.6108 4.5567
H 2.0410 1.0376 3.6824
H 1.3546 0.8777 2.0556
H -0.5337 1.9996 1.4704
H -1.6836 1.3192 2.6542
H -2.3757 3.6122 2.0580
H -0.7735 4.2337 2.5162
H -2.7120 2.9887 4.2943
H -1.2252 3.4878 6.0300
H -0.1077 4.1691 4.8262
H 0.6304 1.8909 5.4437
H -0.9823 1.2416 5.0269
H -1.3937 0.1225 -0.0862
H -0.4156 1.2832 -1.9834
```

HOMO: -7.93 eV
energy above the lowest of the compared OMol25 structures with the same formula, charge and spin: 84.0 kcal/mol
SMILES: C=CCOc1ccc([C@@H]2/C(=C(/O)c3ccc(OC)cc3)C(=O)C(=O)N2CCN2CCNCC2)cc1

---

Record 3
This record from the Open Molecules 2025 dataset describes a molecular structure, C27H32As2N2O7W at a distorted geometry. The level of theory is ωB97M-V/def2-TZVPD.

XYZ file:
```
71
Properties=species:S:1:pos:R:3
W 0.1691 -0.7389 -0.2427
C -2.0437 1.0803 -3.5446
C -2.5464 -0.1453 -2.7793
C -3.6785 0.1323 -1.7881
C -1.4219 -0.9578 -2.1826
C -1.6649 -1.8811 -1.1358
C -0.7335 -2.9191 -0.8584
C 0.5245 -2.9645 -1.4672
C 1.4735 -4.0900 -1.2710
C 0.8883 -1.8210 -2.2032
C -0.1095 -0.9113 -2.6506
H -2.8807 1.7200 -3.8193
H -1.5498 0.7920 -4.4730
H -1.3362 1.6699 -2.9648
H -2.9593 -0.8318 -3.5303
H -3.3270 0.5952 -0.8655
H -4.2196 -0.7761 -1.5204
H -4.4087 0.7992 -2.2439
H -2.6527 -1.9255 -0.7108
H -1.0578 -3.7063 -0.1911
H 1.2583 -4.8347 -2.0449
H 1.3497 -4.5667 -0.3016
H 2.5038 -3.7654 -1.3930
H 1.8916 -1.7188 -2.5926
H 0.1847 -0.1300 -3.3354
O 1.7555 -2.0634 0.6902
C 2.1433 -0.8616 0.7633
O 1.3341 -0.0573 1.4047
C 3.2036 -0.2127 -0.0368
C 4.5622 -0.3418 0.1667
C 5.3964 0.5288 -0.5047
C 4.9084 1.5339 -1.3123
C 3.5420 1.6595 -1.4877
C 2.6536 0.7470 -0.9161
O 1.3490 0.7436 -1.1420
N 3.0506 2.7557 -2.3384
O 3.8105 3.1980 -3.1644
O 1.9115 3.1428 -2.1438
N 6.8562 0.3968 -0.3179
O 7.2267 -0.5037 0.4041
O 7.5479 1.2701 -0.7835
H 4.9853 -1.0724 0.8436
H 5.5856 2.2178 -1.8067
C -0.0970 -2.2795 3.2872
As -1.1849 -1.4269 1.9445
C -2.8019 -2.4975 1.8446
C -1.8926 0.1734 2.7587
C -2.4951 0.0653 4.0070
C -3.1082 1.1681 4.5813
C -3.1275 2.3825 3.9073
C -2.5145 2.4985 2.6691
C -1.8943 1.3954 2.0924
As -0.8476 1.6337 0.4919
C -1.7467 2.9085 -0.6535
C 0.5960 2.7716 1.0802
H -0.7214 -2.5733 4.1267
H 0.6568 -1.5702 3.6172
H 0.3819 -3.1564 2.8596
H -3.1542 -2.6518 2.8622
H -2.6260 -3.4693 1.3884
H -3.5627 -1.9436 1.2985
H -2.4966 -0.8767 4.5418
H -3.5743 1.0782 5.5533
H -3.6111 3.2426 4.3507
H -2.5188 3.4572 2.1655
H -1.8371 3.8121 -0.0536
H -2.7270 2.5858 -0.9821
H -1.0905 3.1203 -1.4936
H 0.1358 3.6186 1.5854
H 1.1380 3.1101 0.1986
H 1.2457 2.2381 1.7628
```

HOMO: -14.64 eV
charge: +2
energy above the lowest of the compared OMol25 structures with the same formula, charge and spin: 24.1 kcal/mol

---

Record 4
This record from the Open Molecules 2025 dataset describes a molecular structure, C27H32BaN10OS at a distorted geometry. The level of theory is ωB97M-V/def2-TZVPD.

XYZ file:
```
72
Properties=species:S:1:pos:R:3
Ba 0.2550 0.1352 -0.4330
C 2.6604 4.8187 0.2938
N 1.2818 4.8174 -0.1712
C 0.7675 6.0398 -0.7773
C 0.5649 3.6725 -0.1152
N 1.0471 2.5012 0.1237
N -0.8091 3.8500 -0.2952
C -1.6872 3.1079 -1.0588
N -2.9138 3.6873 -1.1640
N -1.3620 1.9828 -1.5959
H 2.9477 5.8359 0.5449
H 3.3447 4.4398 -0.4706
H 2.7531 4.2096 1.1931
H 1.6061 6.6318 -1.1348
H 0.2104 6.6532 -0.0620
H 0.1364 5.8117 -1.6351
H 2.0626 2.5236 0.1436
H -1.1446 4.7581 -0.0189
H -3.0803 4.6358 -0.8773
H -3.6024 3.2753 -1.7670
H -2.1269 1.6398 -2.1685
N 4.7910 -1.8169 -0.7718
C 5.8595 -0.8965 -0.7741
C 7.1627 -1.3290 -0.5863
C 8.2024 -0.4090 -0.5886
C 7.9357 0.9402 -0.7437
C 6.6273 1.3755 -0.9029
C 5.5952 0.4545 -0.9418
S 3.9273 0.9769 -1.2434
N 3.0048 -0.2987 -0.5881
C 3.5022 -1.4804 -0.4868
C 2.6227 -2.5894 -0.0185
C 3.1525 -3.7506 0.5397
C 2.2899 -4.7687 0.9145
C 0.9296 -4.5923 0.7413
C 0.4819 -3.3844 0.2247
N 1.3050 -2.4155 -0.1569
H 5.0500 -2.7868 -0.7328
H 7.3666 -2.3838 -0.4485
H 9.2192 -0.7520 -0.4612
H 8.7427 1.6587 -0.7401
H 6.4127 2.4297 -1.0181
H 4.2118 -3.8655 0.7137
H 2.6807 -5.6808 1.3430
H 0.2232 -5.3614 1.0176
H -0.5799 -3.1952 0.1001
C -6.3097 -1.4392 0.9902
N -5.1134 -0.6469 1.1575
N -3.8970 -1.0564 0.6651
C -2.9397 -0.1144 0.9595
O -1.7343 -0.2790 0.6345
C -3.6213 0.9225 1.6336
C -4.9475 0.5531 1.7391
C -6.0776 1.2869 2.3623
C -3.6598 -2.3461 0.1157
C -3.6394 -3.4578 0.9508
C -3.3788 -4.7072 0.4080
C -3.1215 -4.8361 -0.9498
C -3.1317 -3.7204 -1.7748
C -3.4086 -2.4687 -1.2452
H -6.3241 -1.8784 -0.0063
H -7.1745 -0.7911 1.0998
H -6.3632 -2.2353 1.7342
H -3.1749 1.8164 2.0299
H -5.6980 2.1683 2.8712
H -6.5968 0.6640 3.0901
H -6.8031 1.6099 1.6141
H -3.8236 -3.3386 2.0105
H -3.3785 -5.5807 1.0456
H -2.9234 -5.8124 -1.3705
H -2.9429 -3.8286 -2.8339
H -3.4449 -1.5896 -1.8764
```

HOMO: -12.11 eV
charge: +2

---

Record 5
This record from the Open Molecules 2025 dataset describes a molecular structure, C27H32Cl2F5N2OPtSTe. The level of theory is ωB97M-V/def2-TZVPD.

XYZ file:
```
72
Properties=species:S:1:pos:R:3
Pt 1.2219 0.7808 -0.8339
C -3.3105 -3.3212 -0.6130
C -2.3704 -3.8542 0.4918
C -2.5330 -3.2437 1.8993
C -0.9121 -3.9433 0.0556
C -0.5040 -5.2438 -0.2409
C 0.7889 -5.5937 -0.5731
C 1.7296 -4.5748 -0.5491
C 1.3928 -3.2639 -0.2687
C 2.5498 -2.2862 -0.2102
C 2.7052 -1.4080 -1.4505
C 2.7149 -1.5998 1.1471
C 0.0364 -2.8557 -0.0206
N -0.1366 -1.5146 0.1342
C -1.3820 -0.9121 0.1580
C -1.5232 1.3552 0.1064
C -2.4912 2.4757 0.1330
C -1.8298 3.6230 0.0432
C -0.4029 3.3078 -0.0155
N -0.2062 2.0238 -0.0131
C 0.5974 4.4302 0.0102
C 0.2201 5.3542 1.1843
C 0.4804 5.1995 -1.3135
C 2.0189 3.9567 0.2160
H -4.2077 -2.8519 -0.1997
H -3.6294 -4.1529 -1.2449
H -2.8269 -2.6025 -1.2745
H -2.6777 -4.8942 0.6155
H -1.7945 -2.4713 2.1118
H -2.3896 -4.0250 2.6485
H -3.5270 -2.8147 2.0460
H -1.2564 -6.0262 -0.1900
H 1.0599 -6.6173 -0.7964
H 2.7725 -4.8063 -0.7460
H 3.4396 -2.9220 -0.3057
H 1.9262 -0.6270 -1.7360
H 2.6013 -2.0264 -2.3456
H 3.6666 -0.9127 -1.4742
H 1.9396 -0.8621 1.3331
H 3.6899 -1.1184 1.2227
H 2.6370 -2.3605 1.9279
H -2.2327 -1.5789 0.1939
H -3.5545 2.3500 0.2302
H -2.2426 4.6180 0.0262
H -0.7814 5.7741 1.0947
H 0.9301 6.1819 1.2124
H 0.2860 4.8172 2.1324
H -0.5251 5.5962 -1.4692
H 0.7320 4.5512 -2.1540
H 1.1806 6.0370 -1.3047
H 2.0899 3.1921 0.9874
H 2.6504 4.7970 0.5074
H 2.4064 3.5502 -0.7100
Cl -0.5290 0.4018 2.5745
C -1.6444 0.2479 1.2070
C -3.0670 0.1439 1.6940
C -4.1257 -0.0297 0.8991
C -4.1692 -0.0560 -0.5704
C -3.1331 0.0852 -1.4022
Cl -3.4575 0.0616 -3.1121
C -1.6965 0.2137 -0.9672
S -0.4798 0.3855 -2.2598
H -3.2096 0.1700 2.7670
H -5.0907 -0.1375 1.3817
H -5.1493 -0.1768 -1.0141
F 4.2387 2.7135 -1.8640
Te 4.8170 1.6876 -0.4046
F 6.5011 2.3373 -0.8849
F 4.8321 3.1467 0.7649
F 5.7485 0.6887 0.8645
F 5.1871 0.3354 -1.6448
O 3.2103 1.0942 0.1553
```

HOMO: -3.40 eV
charge: -1
energy above the lowest of the compared OMol25 structures with the same formula, charge and spin: 126.3 kcal/mol

---

Record 6
This record from the Open Molecules 2025 dataset describes a molecular structure, C27H32Cl3N4O3SSiV at a distorted geometry. The level of theory is ωB97M-V/def2-TZVPD.

XYZ file:
```
72
Properties=species:S:1:pos:R:3
V 0.4326 0.7467 -0.6777
C 6.8129 -0.0521 4.3341
C 5.4407 -0.3965 3.8367
C 4.5845 -1.1591 4.6248
C 3.2914 -1.4211 4.2083
C 2.8433 -0.9319 2.9962
C 3.6861 -0.1862 2.1948
C 4.9808 0.0745 2.6132
S 1.1311 -1.2761 2.5201
O 0.3327 -1.1959 3.7300
O 1.1318 -2.5859 1.9077
N 0.7943 -0.1638 1.4270
C 0.8715 1.1221 1.7856
C 1.0558 1.6070 3.0908
C 1.2740 2.9565 3.2883
C 1.2990 3.8080 2.1841
C 1.0495 3.2763 0.9375
N 0.8129 1.9753 0.7293
H 7.3160 -0.9281 4.7399
H 6.7372 0.6911 5.1266
H 7.4191 0.3732 3.5398
H 4.9253 -1.5332 5.5797
H 2.6012 -1.9950 4.8085
H 3.3458 0.2049 1.2472
H 5.6279 0.6688 1.9821
H 1.0239 0.9084 3.9109
H 1.4468 3.3363 4.2863
H 1.4983 4.8622 2.3030
H 1.0697 3.9059 0.0535
Cl 2.2123 0.0205 -3.8332
Si 2.1777 1.2807 -2.1306
Cl 2.3452 3.1772 -3.0342
Cl 4.2541 1.0966 -1.5708
C -3.5338 2.7622 2.3745
C -2.9841 1.5145 1.7848
C -3.0914 0.2088 2.2083
C -2.3159 -0.5443 1.3081
N -1.7861 0.2512 0.3965
N -2.1886 1.4908 0.6960
C -2.0643 -2.0060 1.3323
H -4.3314 2.5146 3.0687
H -3.9223 3.4283 1.6077
H -2.7566 3.2982 2.9192
H -3.6346 -0.1513 3.0588
H -1.9176 2.2425 0.0692
H -3.0040 -2.5601 1.3500
H -1.4771 -2.2644 2.2140
H -1.4904 -2.2767 0.4507
C 1.6961 -3.9824 -1.8494
C 3.0033 -3.4239 -1.2817
C 2.6091 -2.0068 -0.8230
O 1.2592 -1.7994 -1.2230
C 0.6596 -3.0780 -1.1832
H 1.5461 -5.0366 -1.6284
H 1.6630 -3.8274 -2.9289
H 3.7846 -3.3927 -2.0377
H 3.3572 -4.0125 -0.4360
H 3.2229 -1.2397 -1.2924
H 2.6741 -1.9221 0.2673
H -0.2898 -3.0287 -1.7204
H 0.5037 -3.3760 -0.1382
C -3.1497 2.9255 -3.0444
C -2.1176 3.6937 -2.5318
C -1.0099 3.0819 -1.9703
C -0.8596 1.6880 -1.9096
C -1.8961 0.9452 -2.5027
C -3.0229 1.5442 -3.0435
H -4.0325 3.3993 -3.4526
H -2.1765 4.7741 -2.5704
H -0.2208 3.7151 -1.5808
H -1.8153 -0.1423 -2.5439
H -3.8221 0.9388 -3.4607
```

2S+1: 4
HOMO (alpha / beta): -4.04 / -5.08 eV
charge: -1
energy above the lowest of the compared OMol25 structures with the same formula, charge and spin: 33.3 kcal/mol